Entry 1:
Below is 5 unconnected molecules or ions with the total composition C8H24N10O12P2 at a distorted geometry, with properties calculated with wB97M-V/def2-TZVPD.

Each line ends with the Löwdin charge.
Cartesian coordinates (Å):
N 0.774 1.553 1.884  0.059
C -0.502 1.496 1.072  -0.248
O -1.130 0.232 1.580  -0.071
C -2.054 0.563 2.715  -0.256
O -2.865 -0.258 3.402  0.044
O -1.845 2.035 2.929  -0.077
C -1.756 2.506 1.525  -0.520
C -1.406 4.077 1.216  -0.149
O -0.431 4.694 2.129  -0.137
N -1.171 5.207 3.134  -0.034
O -0.775 4.712 4.185  0.059
P -3.398 2.171 0.609  0.900
P -5.136 2.227 1.923  0.520
O -5.911 0.828 1.760  -0.436
O -4.781 2.400 3.619  -0.245
O -6.311 3.472 1.528  -0.256
H 1.009 2.519 2.204  0.081
H 0.710 0.968 2.766  0.109
H -0.213 1.555 -0.061  0.178
H -1.057 4.226 0.086  0.164
H -2.407 4.703 1.319  0.133
H -3.328 0.790 0.127  -0.001
H -4.989 1.541 4.106  0.101
H -6.831 3.125 0.732  0.092
N -1.174 -3.840 1.312  0.153
C -1.652 -4.632 2.289  -0.724
N -2.072 -3.975 3.385  0.146
O -1.700 -5.848 2.189  0.010
H -1.126 -2.837 1.375  0.086
H -0.847 -4.295 0.469  0.056
H -2.439 -4.533 4.144  0.106
H -2.041 -2.974 3.485  0.077
N 0.216 -2.136 -2.654  0.165
C -0.185 -3.386 -2.358  -0.684
N -0.434 -4.160 -3.429  0.156
O -0.313 -3.784 -1.211  0.012
H 0.327 -1.790 -3.591  0.073
H 0.414 -1.520 -1.876  0.107
H -0.739 -5.109 -3.251  0.115
H -0.335 -3.850 -4.381  0.101
N 2.433 1.438 -5.382  0.148
C 2.075 0.589 -4.402  -0.710
N 3.106 0.005 -3.765  0.149
O 0.910 0.367 -4.113  0.000
H 3.387 1.633 -5.635  0.098
H 1.687 1.899 -5.887  0.110
H 2.881 -0.641 -3.020  0.091
H 4.072 0.175 -3.989  0.087
N 5.648 -0.895 0.180  0.159
C 5.759 -0.424 -1.075  -0.694
N 7.023 -0.214 -1.484  0.154
O 4.790 -0.206 -1.786  0.013
H 6.434 -1.081 0.781  0.102
H 4.714 -1.067 0.527  0.117
H 7.150 0.140 -2.423  0.112
H 7.833 -0.388 -0.913  0.101

The SMILES is N[C@H]1OC(=O)O[C@]1(CON=O)PP(=O)(O)O.NC(N)=O.NC(N)=O.NC(N)=O.NC(N)=O. Its total charge is 0. For the HOMO energy, the calculation gives -8.67 eV. Its frontier orbital gap is 0.2865 Eh. The calculation puts the energy above the lowest of the compared OMol25 structures with the same formula, charge and spin at 63.0 kcal per mole. The calculation puts the calculated total energy at -2452.336894 hartree. The largest force on an atom is 9.98 eV Å⁻¹. The value obtained for the LUMO energy is -0.88 eV.

***

Entry 2:
Below is C8H24N2Si2 in the gas phase at a distorted geometry, with properties calculated with wB97M-V/def2-TZVPD.

Each line ends with the Löwdin charge.
Cartesian coordinates (Å):
C 2.603 -2.854 1.994  -0.174
Si 1.672 -2.912 0.361  0.426
C 0.198 -4.047 0.469  -0.174
C 2.860 -3.559 -0.923  -0.189
N 1.227 -1.311 -0.279  -0.134
C 0.090 -0.671 0.335  -0.319
C -0.164 0.708 -0.264  -0.302
N -1.378 1.306 0.276  -0.129
Si -1.806 2.882 -0.367  0.403
C -2.031 2.723 -2.222  -0.167
C -3.367 3.427 0.526  -0.169
C -0.449 4.090 -0.115  -0.188
H 2.233 -3.691 2.582  0.022
H 3.686 -2.952 1.780  0.033
H 2.541 -1.909 2.539  0.022
H -0.420 -3.936 -0.400  0.024
H -0.339 -3.849 1.406  0.038
H 0.605 -5.063 0.442  0.036
H 3.636 -2.855 -1.186  0.023
H 3.299 -4.473 -0.499  0.031
H 2.308 -3.838 -1.828  0.033
H 2.031 -0.697 -0.170  0.075
H -0.780 -1.329 0.209  0.110
H 0.280 -0.577 1.424  0.110
H -0.235 0.611 -1.380  0.123
H 0.714 1.380 -0.101  0.109
H -1.278 1.432 1.290  0.080
H -2.341 1.783 -2.644  0.027
H -1.068 2.943 -2.651  0.018
H -2.704 3.498 -2.551  0.023
H -4.238 3.021 0.018  0.026
H -3.334 3.117 1.576  0.029
H -3.488 4.503 0.483  0.021
H -0.773 5.129 -0.377  0.052
H 0.426 3.823 -0.693  0.024
H -0.219 4.147 0.941  0.027

The SMILES is C[Si](C)(C)NCCN[Si](C)(C)C. Its total charge is 0. For the HOMO energy, the calculation gives -8.80 eV. Its frontier orbital gap is 0.3519 Eh. The calculation puts the energy above the lowest of the compared OMol25 structures with the same formula, charge and spin at 0.0 kcal per mole. The calculation puts the calculated total energy at -1007.797107 hartree. The largest force on an atom is 1.46 eV Å⁻¹. The value obtained for the LUMO energy is 0.78 eV.

***

Entry 3:
Below is a molecular structure, C8H24N4O7P2PdS at a distorted geometry, with properties calculated with wB97M-V/def2-TZVPD.

Each line ends with the Löwdin charge.
Cartesian coordinates (Å):
Pd -1.905 0.470 -1.414  1.108
C 2.976 -0.187 -2.539  -0.029
N 2.405 0.294 -1.245  -0.292
C 3.308 1.210 -0.563  -0.063
P 0.801 0.372 -1.008  0.536
O 0.036 -0.535 -1.897  -0.300
O 0.608 -0.141 0.565  -0.266
P -0.627 -1.049 1.034  0.557
O -1.926 -0.967 0.280  -0.308
N -0.837 -0.925 2.628  -0.270
C 0.173 -0.491 3.601  -0.040
C -2.158 -1.331 3.173  -0.031
N -0.025 -2.640 0.621  -0.137
C -0.861 -3.663 0.965  -0.056
C 1.355 -2.911 0.390  -0.004
N -0.033 1.901 -0.930  -0.317
C 0.181 2.735 -2.057  -0.102
C -0.217 2.665 0.365  -0.022
H 3.201 0.633 -3.239  0.112
H 2.230 -0.793 -3.017  0.076
H 3.862 -0.745 -2.305  0.096
H 3.464 2.112 -1.156  0.103
H 4.223 0.674 -0.532  0.088
H 3.019 1.461 0.449  0.090
H 1.110 -0.214 3.104  0.088
H 0.385 -1.280 4.302  0.096
H -0.248 0.376 4.152  0.118
H -2.860 -1.218 2.341  0.085
H -2.436 -0.657 4.034  0.129
H -2.073 -2.362 3.578  0.106
H -1.913 -3.341 0.841  0.123
H -0.663 -3.994 2.003  0.150
H -0.653 -4.574 0.331  0.156
H 1.782 -2.245 -0.338  0.080
H 1.543 -3.948 0.053  0.134
H 1.896 -2.829 1.354  0.146
H 0.044 2.188 -2.994  0.103
H 1.181 3.164 -2.064  0.104
H -0.547 3.538 -2.041  0.106
H -0.659 2.009 1.113  0.072
H -0.916 3.485 0.168  0.113
H 0.671 3.037 0.819  0.086
O -5.187 1.764 -3.057  -0.141
S -3.853 2.071 -2.594  0.427
O -3.444 1.894 -1.099  -0.414
O -2.718 1.421 -3.312  -0.348
O -3.691 3.560 -2.858  -0.047

Its expectation value of S² is 6.019. Its total charge is +2. For the HOMO energy (spin up / spin down), the calculation gives -15.93 / -16.34 eV. Its frontier orbital gap (spin up / spin down) is 0.3853 / 0.2161 Eh. The calculation puts the calculated total energy at -2273.086266 hartree. The largest force on an atom is 3.56 eV Å⁻¹. Its spin multiplicity is 5. The value obtained for the LUMO energy (spin up / spin down) is -5.44 / -10.46 eV.

***

Entry 4:
Below is a molecular structure, C8H24N8O16 at a distorted geometry, with properties calculated with wB97M-V/def2-TZVPD.

Each line ends with the Löwdin charge.
Cartesian coordinates (Å):
C 1.381 2.937 0.906  0.062
N 1.676 1.563 1.321  -0.290
O 2.637 1.005 0.871  0.029
O 0.786 0.985 2.016  0.015
H 1.242 2.862 -0.173  0.079
H 2.333 3.466 0.871  0.128
H 0.557 3.362 1.478  0.101
C -1.452 -0.685 2.640  0.062
N -2.455 -1.770 2.338  -0.345
O -2.570 -2.007 1.091  0.013
O -3.050 -2.313 3.255  0.082
H -2.043 0.222 2.517  0.095
H -0.682 -0.748 1.871  0.032
H -1.179 -0.975 3.655  0.127
C 1.257 -1.785 -3.468  0.013
N 1.534 -1.062 -4.766  -0.390
O 0.579 -0.875 -5.571  0.036
O 2.716 -0.889 -4.934  0.075
H 1.522 -2.841 -3.524  0.120
H 0.240 -1.512 -3.186  0.062
H 1.869 -1.363 -2.670  0.014
C 0.186 -4.800 0.766  0.085
N 0.678 -3.441 0.422  -0.302
O -0.071 -2.532 0.743  0.037
O 1.777 -3.271 -0.028  0.120
H 0.930 -5.558 0.521  0.106
H -0.824 -4.941 0.380  0.115
H 0.042 -4.955 1.835  0.111
C -0.459 3.484 -1.184  -0.009
N -1.004 4.341 -0.133  -0.408
O -1.995 4.017 0.408  0.055
O -0.311 5.352 0.192  0.017
H -1.032 3.552 -2.109  0.127
H -0.374 2.453 -0.841  -0.158
H 0.489 3.932 -1.480  0.111
C 2.310 -0.969 -0.759  0.026
N 3.591 -0.907 -0.002  -0.370
O 3.506 -0.493 1.138  0.036
O 4.638 -1.218 -0.558  0.053
H 1.803 -1.893 -0.479  0.027
H 2.399 -0.917 -1.844  0.065
H 1.565 -0.234 -0.454  0.071
C -0.439 -0.476 0.284  -0.106
N -0.175 0.218 -1.052  -0.209
O -0.282 1.414 -1.073  0.080
O 0.038 -0.431 -2.094  0.018
H -1.496 -0.740 0.305  0.078
H -0.189 0.193 1.108  0.037
H 0.208 -1.349 0.207  0.012
C -3.828 1.947 1.389  0.091
N -2.353 1.635 1.208  -0.327
O -2.047 0.571 0.649  -0.109
O -1.535 2.388 1.656  0.097
H -4.436 1.528 0.587  0.107
H -4.027 3.017 1.438  0.096
H -4.187 1.505 2.319  0.105

Its total charge is 0. For the HOMO energy, the calculation gives -8.94 eV. Its frontier orbital gap is 0.2716 Eh. The calculation puts the energy above the lowest of the compared OMol25 structures with the same formula, charge and spin at 431.0 kcal per mole. The calculation puts the calculated total energy at -1959.656503 hartree. The largest force on an atom is 8.54 eV Å⁻¹. The value obtained for the LUMO energy is -1.55 eV.

***

Entry 5:
Below is 8 unconnected molecules or ions with the total composition C8H24N8O16 at a distorted geometry, with properties calculated with wB97M-V/def2-TZVPD.

Each line ends with the Löwdin charge.
Cartesian coordinates (Å):
C -4.001 1.529 0.054  0.035
N -3.252 1.405 1.257  -0.392
O -2.001 1.451 1.124  0.012
O -3.808 1.384 2.384  0.069
H -3.491 2.302 -0.520  0.074
H -5.021 1.853 0.262  0.115
H -4.032 0.525 -0.370  0.116
C 2.676 1.312 -4.332  0.139
N 4.146 1.580 -4.046  -0.284
O 4.837 2.225 -4.778  0.272
O 4.479 1.078 -2.987  0.409
H 2.120 2.213 -4.071  0.135
H 2.251 0.552 -3.677  0.085
H 2.558 1.131 -5.401  0.137
C 0.386 -0.494 0.217  0.068
N 1.243 -0.334 -1.038  -0.364
O 0.782 0.331 -2.011  0.003
O 2.433 -0.619 -0.890  0.042
H -0.664 -0.393 -0.055  0.080
H 0.799 0.347 0.774  0.093
H 0.560 -1.466 0.679  0.098
C -1.394 3.550 -1.478  0.021
N -1.016 4.933 -1.691  -0.462
O -0.322 5.286 -2.581  0.090
O -1.537 5.777 -0.980  0.069
H -2.256 3.145 -2.009  0.102
H -1.639 3.473 -0.419  0.080
H -0.601 2.846 -1.729  0.088
C 3.609 -4.137 0.030  0.031
N 4.083 -5.304 -0.692  -0.475
O 4.807 -6.002 -0.052  0.089
O 3.949 -5.339 -1.921  0.046
H 3.404 -3.388 -0.735  0.081
H 4.452 -3.877 0.671  0.113
H 2.633 -4.516 0.331  0.113
C 2.867 2.729 1.438  0.075
N 3.162 3.293 0.055  -0.409
O 2.611 2.694 -0.863  0.001
O 3.959 4.245 -0.068  0.072
H 3.640 3.234 2.017  0.100
H 2.964 1.647 1.346  0.093
H 1.884 3.127 1.691  0.107
C -2.368 -1.703 4.447  0.047
N -1.196 -1.727 3.556  -0.420
O -0.822 -2.798 3.092  0.052
O -0.702 -0.633 3.250  0.034
H -2.155 -0.855 5.098  0.109
H -2.493 -2.691 4.890  0.106
H -3.282 -1.514 3.885  0.086
C -4.698 -3.305 1.392  0.061
N -3.450 -3.357 0.526  -0.432
O -2.685 -2.442 0.662  0.041
O -3.396 -4.252 -0.327  0.069
H -5.352 -2.820 0.667  0.105
H -4.579 -2.913 2.402  0.082
H -5.081 -4.317 1.525  0.097

Its expectation value of S² is 0.759. Its total charge is +1. For the HOMO energy (spin up / spin down), the calculation gives -12.79 / -12.79 eV. Its frontier orbital gap (spin up / spin down) is 0.2384 / 0.1050 Eh. The calculation puts the energy above the lowest of the compared OMol25 structures with the same formula, charge and spin at 11.1 kcal per mole. The calculation puts the calculated total energy at -1959.885508 hartree. The largest force on an atom is 5.08 eV Å⁻¹. Its spin multiplicity is 2. The value obtained for the LUMO energy (spin up / spin down) is -6.30 / -9.93 eV.

***

Entry 6:
Below is 4 unconnected molecules or ions with the total composition C8H24O4 at a distorted geometry, with properties calculated with wB97M-V/def2-TZVPD.

Each line ends with the Löwdin charge.
Cartesian coordinates (Å):
C -1.591 0.394 -0.557  -0.070
C -0.144 0.237 -0.119  -0.374
O -0.142 0.500 1.203  -0.079
H -1.626 0.285 -1.641  0.072
H -1.862 1.445 -0.458  0.046
H -2.149 -0.305 0.066  0.086
H 0.521 1.008 -0.508  0.109
H 0.305 -0.716 -0.401  0.103
H -0.127 1.455 1.307  0.069
C 2.608 0.393 2.974  -0.087
C 2.691 -0.759 2.061  -0.353
O 3.930 -1.468 2.015  -0.085
H 1.658 0.927 2.996  0.069
H 3.378 1.091 2.643  0.078
H 2.906 0.040 3.961  0.082
H 2.448 -0.598 1.010  0.099
H 1.936 -1.460 2.417  0.108
H 3.913 -2.331 1.596  0.078
C -1.387 -4.747 -1.302  -0.088
C -0.888 -3.813 -2.428  -0.318
O -1.587 -4.067 -3.630  -0.069
H -0.713 -4.561 -0.465  0.062
H -1.221 -5.812 -1.462  0.069
H -2.396 -4.603 -0.914  0.069
H 0.136 -4.049 -2.721  0.107
H -0.647 -2.828 -2.028  0.091
H -2.525 -3.897 -3.513  0.080
C -0.015 4.491 -0.676  -0.090
C -1.440 4.247 -0.203  -0.301
O -1.271 3.309 0.836  -0.094
H 0.638 5.025 0.014  0.075
H 0.068 5.147 -1.543  0.070
H 0.544 3.624 -1.028  0.068
H -2.007 3.853 -1.047  0.104
H -1.963 5.165 0.064  0.114
H -1.981 3.379 1.479  0.100

The SMILES is CCO.CCO.CCO.CCO. Its total charge is 0. For the HOMO energy, the calculation gives -9.73 eV. Its frontier orbital gap is 0.3800 Eh. The calculation puts the energy above the lowest of the compared OMol25 structures with the same formula, charge and spin at 47.8 kcal per mole. The calculation puts the calculated total energy at -620.057895 hartree. The largest force on an atom is 3.86 eV Å⁻¹. The value obtained for the LUMO energy is 0.61 eV.